1.
{
  "formula": "C27H59BCsO13PtS6",
  "method": "ωB97M-V with the def2-TZVPD basis set",
  "total_charge": 1,
  "multiplicity": 3,
  "homo_energy_ev": [-7.5, -7.5],
  "species": ["Cs", "Pt", "B", "H", "H", "H", "H", "C", "C", "C", "O", "H", "H", "H", "H", "H", "H", "H", "C", "C", "C", "S", "O", "O", "C", "H", "H", "H", "H", "H", "H", "H", "H", "C", "C", "C", "S", "O", "O", "C", "H", "H", "H", "H", "H", "H", "H", "H", "C", "C", "C", "S", "O", "O", "C", "H", "H", "H", "H", "H", "H", "H", "H", "C", "C", "C", "S", "O", "O", "C", "H", "H", "H", "H", "H", "H", "H", "H", "C", "C", "C", "S", "O", "O", "C", "H", "H", "H", "H", "H", "H", "H", "H", "C", "C", "C", "S", "O", "O", "C", "H", "H", "H", "H", "H", "H", "H", "H"],
  "positions_angstrom": [[-10.260, 4.721, 21.301], [-10.578, -0.915, 20.590], [-10.520, 1.225, 21.262], [-10.816, 0.430, 21.929], [-11.387, 1.639, 20.769], [-10.001, 2.052, 21.720], [-9.836, 0.903, 20.493], [-7.865, 2.938, 18.909], [-7.624, 4.191, 18.142], [-8.035, 3.933, 16.705], [-8.286, 5.336, 18.613], [-7.391, 2.101, 18.397], [-8.914, 2.644, 18.872], [-7.501, 3.174, 19.909], [-6.560, 4.417, 18.069], [-9.107, 3.764, 16.609], [-7.640, 2.994, 16.317], [-7.543, 4.674, 16.075], [-5.592, 1.489, 22.495], [-4.799, 0.324, 21.910], [-5.647, -0.985, 21.877], [-7.347, -0.484, 22.292], [-7.639, -0.766, 23.701], [-8.154, -0.999, 21.219], [-7.028, 1.318, 22.063], [-5.128, 2.432, 22.209], [-5.554, 1.490, 23.584], [-3.824, 0.236, 22.389], [-4.608, 0.601, 20.874], [-5.257, -1.824, 22.452], [-5.723, -1.347, 20.852], [-7.893, 1.904, 22.374], [-7.093, 1.464, 20.984], [-8.258, -1.926, 15.087], [-8.831, -0.553, 15.137], [-8.531, 0.154, 16.506], [-8.226, -1.191, 17.739], [-9.293, -1.136, 18.770], [-6.794, -1.065, 18.061], [-8.471, -2.581, 16.467], [-7.201, -1.823, 14.842], [-8.691, -2.554, 14.309], [-9.909, -0.714, 15.178], [-8.671, 0.067, 14.255], [-9.297, 0.752, 17.001], [-7.717, 0.878, 16.538], [-9.485, -2.975, 16.538], [-7.751, -3.346, 16.757], [-10.502, 3.270, 26.971], [-9.758, 1.964, 27.145], [-8.745, 1.746, 26.027], [-8.311, 3.434, 25.342], [-8.700, 3.507, 23.945], [-6.970, 3.806, 25.741], [-9.582, 4.314, 26.197], [-11.011, 3.597, 27.878], [-11.384, 3.165, 26.339], [-10.440, 1.117, 27.216], [-9.167, 2.002, 28.060], [-9.395, 1.377, 25.234], [-7.900, 1.072, 26.172], [-10.051, 5.107, 25.614], [-9.044, 4.946, 26.903], [-10.578, -2.843, 26.042], [-10.100, -4.240, 25.585], [-9.683, -4.191, 24.098], [-10.924, -3.048, 23.347], [-12.210, -3.683, 23.009], [-10.212, -2.245, 22.294], [-11.110, -1.998, 24.861], [-9.810, -2.273, 26.565], [-11.330, -2.980, 26.820], [-10.891, -4.972, 25.751], [-9.333, -4.582, 26.279], [-9.744, -5.135, 23.557], [-8.681, -3.771, 24.006], [-12.008, -1.382, 24.906], [-10.378, -1.202, 24.729], [-14.061, -0.246, 15.825], [-13.059, 1.035, 15.754], [-12.792, 1.536, 17.190], [-13.196, 0.159, 18.396], [-14.404, 0.424, 19.161], [-11.928, -0.197, 19.010], [-13.560, -1.082, 17.048], [-13.851, -0.882, 14.964], [-15.135, -0.074, 15.887], [-13.081, 1.707, 14.897], [-12.145, 0.530, 15.441], [-13.364, 2.411, 17.499], [-11.723, 1.676, 17.352], [-14.265, -1.788, 17.489], [-12.650, -1.641, 16.829], [-16.485, 0.108, 21.492], [-15.859, 1.184, 22.296], [-14.302, 1.139, 22.406], [-13.900, -0.688, 22.283], [-13.925, -1.187, 23.638], [-12.800, -1.060, 21.395], [-15.504, -1.095, 21.455], [-16.515, 0.475, 20.466], [-17.443, -0.294, 21.823], [-16.272, 0.978, 23.284], [-16.215, 2.190, 22.071], [-13.855, 1.481, 23.339], [-13.950, 1.691, 21.534], [-15.804, -2.014, 21.958], [-15.371, -1.428, 20.426]],
  "atomic_forces_ev_per_a": [[0.658, 0.246, -0.651], [0.127, -0.585, -0.386], [-1.058, 1.180, 0.407], [-1.330, -2.109, 3.729], [-3.379, 1.531, -1.802], [2.287, 2.147, 2.112], [2.913, -1.170, -3.448], [0.110, -0.166, 0.222], [-1.448, 2.327, -0.916], [0.621, -0.659, -0.693], [-0.087, -1.516, 0.738], [0.737, -0.232, 0.533], [-0.463, 0.375, 0.426], [-0.146, -0.723, 0.286], [0.721, -0.336, 0.352], [-0.287, 0.873, -0.103], [0.542, -0.462, 0.014], [-0.918, 0.348, -0.217], [-0.157, 0.222, 1.329], [-0.071, -0.151, -0.540], [0.299, 0.504, -0.254], [1.950, 0.975, 1.087], [-0.183, 0.104, -1.170], [-0.487, -0.389, -0.049], [-0.604, -0.870, -1.296], [-0.337, 0.043, -0.261], [0.089, -0.131, 0.187], [-0.181, -0.263, 0.110], [0.137, -0.143, -0.092], [-0.309, 0.296, 0.478], [-0.112, 0.087, 0.000], [0.458, -0.032, 0.995], [0.144, -0.423, -0.293], [1.530, -0.589, 0.565], [-2.014, 1.280, 1.267], [0.049, -0.253, 0.343], [1.082, 1.228, -1.527], [1.536, -0.814, -1.691], [-2.047, -0.898, 0.323], [0.228, 0.532, 0.677], [0.208, -0.371, 0.227], [-0.155, 0.121, 0.053], [-0.397, 0.181, -0.230], [0.417, -0.003, 0.230], [-0.725, -0.234, -0.583], [0.577, -0.660, -0.213], [-0.020, 0.131, 0.314], [-0.036, 0.033, -0.161], [-0.587, 1.003, -1.807], [1.395, -0.041, 1.097], [-1.398, 0.834, -1.531], [0.125, -1.174, 0.298], [0.295, -0.145, -0.229], [-0.900, -0.067, -0.236], [-0.163, 0.638, 2.620], [0.847, 0.451, 0.279], [0.051, -0.527, -0.443], [0.048, 0.028, 0.022], [-0.307, 0.014, 0.373], [0.580, -0.303, -0.615], [-0.016, 0.408, 0.147], [-0.351, -0.757, -0.584], [0.272, -0.294, 0.456], [-0.931, 0.165, 0.421], [-0.286, -0.113, 0.013], [-0.552, 0.149, 0.549], [-0.926, 0.955, -0.149], [2.402, 0.544, 0.436], [-0.667, -1.924, 1.573], [1.507, 0.344, -0.385], [0.332, -0.136, -0.363], [-0.257, -0.062, -0.194], [-0.260, 0.131, -0.364], [0.445, 0.082, -0.471], [-0.089, 0.047, 0.103], [-0.199, 0.325, -0.354], [-0.615, -1.142, 0.033], [0.458, -0.155, -0.543], [1.264, 0.273, 0.508], [0.097, -2.598, 0.532], [-0.266, -0.112, 0.165], [-0.280, 0.000, -2.699], [1.061, -0.022, -0.339], [-0.514, 0.134, -0.453], [-0.368, 0.947, 0.565], [-0.280, 0.225, -0.194], [0.179, 0.382, 0.025], [-1.186, 0.597, 0.598], [0.410, -0.272, 0.337], [0.031, -0.048, -0.039], [-0.144, 0.320, 0.113], [-0.234, 0.141, -0.193], [0.180, 0.327, 0.078], [1.380, -1.492, -1.870], [0.060, 0.531, 3.174], [-0.572, -0.835, -1.196], [-1.837, 1.201, -0.907], [0.191, 0.110, -0.275], [-0.837, 0.181, 0.805], [0.306, -0.851, -0.084], [-0.546, -0.332, -0.103], [-0.048, 0.690, 0.081], [0.312, 0.400, 0.536], [0.197, -0.063, -0.328], [-0.253, 0.065, -0.118], [0.687, -0.319, 0.115], [-0.327, 0.258, 0.473], [0.612, 0.297, 0.112]]
}

2.
{
  "formula": "C27H59Br2N9O5P",
  "method": "ωB97M-V with the def2-TZVPD basis set",
  "total_charge": 1,
  "de_lowest_kj_mol": 139.1,
  "homo_energy_ev": -10.9,
  "species": ["C", "C", "P", "C", "N", "C", "C", "Br", "C", "C", "Br", "C", "C", "C", "C", "O", "C", "C", "C", "N", "N", "N", "C", "N", "H", "H", "H", "H", "H", "H", "H", "H", "H", "H", "H", "H", "H", "H", "H", "H", "H", "H", "H", "H", "H", "H", "H", "H", "H", "H", "H", "H", "H", "H", "H", "C", "C", "O", "N", "C", "H", "H", "H", "H", "H", "H", "H", "C", "C", "O", "N", "C", "H", "H", "H", "H", "H", "H", "H", "C", "C", "O", "N", "C", "H", "H", "H", "H", "H", "H", "H", "C", "C", "O", "N", "C", "H", "H", "H", "H", "H", "H", "H"],
  "positions_angstrom": [[4.227, -3.707, -0.363], [2.879, -2.972, -0.404], [3.047, -1.380, 0.527], [4.376, -0.529, -0.439], [1.570, -0.439, 0.298], [0.325, -0.780, 0.265], [-0.019, -2.149, 0.616], [0.551, -2.549, 2.413], [-0.646, -3.072, -0.078], [-1.176, -2.832, -1.435], [-0.938, -4.796, 0.629], [-0.548, 0.427, -0.012], [-0.746, 1.094, -1.407], [-0.744, 0.324, -2.725], [0.602, -0.198, -3.169], [1.320, 0.826, -3.854], [0.348, 1.440, 0.802], [-0.110, 2.893, 0.794], [0.705, 3.946, 1.567], [-0.267, 5.062, 1.795], [1.746, 4.544, 0.725], [1.250, 3.483, 2.854], [1.718, 1.051, 0.201], [2.709, 1.381, 1.209], [4.701, -3.598, -1.328], [4.088, -4.764, -0.216], [4.884, -3.270, 0.380], [2.599, -2.734, -1.426], [2.131, -3.616, 0.028], [5.082, -1.252, -0.813], [4.869, 0.133, 0.250], [3.933, 0.079, -1.220], [-1.711, -3.717, -1.742], [-1.925, -2.057, -1.371], [-0.422, -2.664, -2.186], [-1.513, 0.254, 0.443], [-0.065, 1.913, -1.580], [-1.719, 1.565, -1.359], [-0.983, 1.069, -3.475], [-1.523, -0.406, -2.818], [0.406, -0.987, -3.888], [1.191, -0.645, -2.368], [2.248, 0.787, -3.589], [0.206, 1.099, 1.824], [-1.099, 2.900, 1.233], [-0.241, 3.302, -0.198], [-0.584, 5.074, 2.757], [0.256, 5.917, 1.648], [1.946, 3.884, -0.019], [2.614, 4.577, 1.254], [1.650, 4.309, 3.286], [0.487, 3.191, 3.456], [1.938, 1.435, -0.782], [2.321, 1.200, 2.125], [3.059, 2.318, 1.102], [-4.958, -4.129, 0.337], [-4.828, -2.664, -0.002], [-4.288, -2.280, -1.031], [-5.328, -1.769, 0.888], [-5.994, -2.032, 2.152], [-4.515, -4.714, -0.463], [-4.426, -4.345, 1.264], [-6.005, -4.416, 0.440], [-5.210, -0.809, 0.602], [-7.000, -1.611, 2.131], [-5.438, -1.560, 2.964], [-6.062, -3.097, 2.345], [3.729, 1.970, 5.584], [3.020, 0.715, 5.139], [2.181, 0.728, 4.245], [3.339, -0.442, 5.762], [4.298, -0.653, 6.834], [3.365, 2.802, 4.991], [3.527, 2.172, 6.636], [4.805, 1.876, 5.432], [2.829, -1.239, 5.415], [5.059, -1.362, 6.507], [3.787, -1.069, 7.703], [4.780, 0.275, 7.119], [1.616, -4.159, -4.870], [0.208, -4.061, -5.411], [-0.642, -3.347, -4.894], [-0.092, -4.798, -6.505], [0.773, -5.695, -7.253], [1.701, -3.516, -3.998], [1.840, -5.184, -4.570], [2.338, -3.831, -5.618], [-1.045, -4.687, -6.815], [0.843, -5.356, -8.287], [0.348, -6.700, -7.246], [1.768, -5.730, -6.826], [-2.811, 5.262, 0.069], [-3.924, 5.117, -0.942], [-3.765, 4.508, -1.989], [-5.123, 5.688, -0.651], [-5.495, 6.443, 0.532], [-1.935, 4.758, -0.316], [-2.562, 6.310, 0.230], [-3.089, 4.800, 1.016], [-5.818, 5.551, -1.368], [-6.330, 5.951, 1.033], [-5.809, 7.447, 0.242], [-4.665, 6.521, 1.224]],
  "atomic_forces_ev_per_a": [[-0.197, 0.680, -0.540], [-0.232, 0.566, -0.367], [1.327, -1.178, 1.753], [-1.229, 0.413, 0.135], [0.606, 0.561, -2.048], [0.252, -0.035, -1.277], [0.278, -0.102, 1.805], [-0.065, 0.341, -0.132], [-0.373, -0.441, -0.424], [-0.533, -0.728, -0.016], [0.021, 0.092, -0.156], [0.038, 0.736, 0.372], [-0.503, -0.923, -0.730], [0.406, 0.589, 0.232], [-0.284, -0.613, -0.691], [0.475, 0.307, 0.642], [-1.338, -0.056, -1.372], [0.367, -0.261, 0.286], [-0.981, 1.153, 0.620], [0.550, 0.023, -0.107], [0.375, -1.104, 0.163], [0.105, -0.071, -0.825], [-0.425, 0.376, 4.098], [0.849, -0.614, -1.421], [0.356, 0.050, -0.196], [0.004, -0.301, 0.369], [0.247, -0.284, 0.322], [-0.198, -0.246, -0.297], [-0.416, 0.102, 0.215], [0.005, -0.280, -0.283], [0.205, 0.242, 0.224], [0.257, -0.018, -0.453], [-0.207, -0.143, -0.295], [-0.130, 0.444, -0.273], [0.344, 0.339, -0.228], [-0.320, -0.034, 0.102], [0.485, 0.125, 0.275], [-0.291, 0.242, 0.244], [-0.206, 0.194, -0.252], [-0.278, -0.598, 0.212], [0.050, -0.380, -0.135], [0.142, 0.076, 0.253], [-0.198, 0.017, -0.255], [1.026, -0.124, 0.378], [-0.333, -0.010, 0.138], [0.023, 0.100, -0.268], [-0.088, -0.118, 0.015], [-0.163, 0.139, -0.066], [0.021, 0.281, -0.292], [-0.042, 0.285, 0.046], [0.032, -0.033, 0.205], [0.063, -0.181, 0.073], [0.053, -0.128, -0.400], [0.205, 0.477, 0.405], [-0.020, 0.058, 0.299], [0.062, 0.030, -0.048], [-0.029, 0.071, -0.077], [0.124, -0.020, 0.090], [0.077, -0.206, 0.039], [0.062, 0.383, -0.188], [0.015, 0.068, -0.054], [-0.107, -0.076, 0.051], [0.021, -0.018, 0.101], [-0.065, 0.007, -0.009], [-0.042, -0.094, 0.100], [-0.057, -0.094, 0.094], [0.019, -0.022, -0.035], [-0.045, 0.033, -0.055], [-0.030, -0.083, -0.049], [-0.084, -0.039, -0.129], [0.060, 0.191, 0.023], [-0.241, -0.292, -0.175], [-0.054, -0.050, -0.056], [0.116, -0.001, 0.023], [0.020, 0.021, 0.115], [0.024, -0.020, 0.016], [0.087, 0.053, 0.090], [0.098, 0.050, 0.081], [-0.018, 0.036, -0.028], [-0.036, 0.033, 0.037], [-0.239, 0.109, 0.008], [0.224, 0.031, 0.188], [0.189, -0.036, 0.062], [-0.415, 0.097, -0.076], [-0.086, 0.037, -0.002], [0.094, -0.003, -0.069], [0.058, -0.097, 0.009], [0.012, -0.010, -0.021], [0.123, -0.066, -0.017], [0.126, -0.057, -0.025], [0.002, 0.026, 0.034], [-0.270, -0.034, -0.229], [-0.051, -0.005, -0.110], [0.057, -0.076, 0.055], [0.167, -0.034, 0.112], [-0.234, -0.093, -0.360], [0.013, 0.017, -0.067], [0.000, -0.019, 0.142], [0.040, 0.125, 0.083], [-0.009, 0.026, 0.004], [0.033, 0.071, 0.126], [0.029, 0.050, 0.140], [0.042, -0.020, -0.022]]
}

Results for total energy: -125038.3942 -201972.9362 (in eV, following the order of the records).